# 1
The following is a quantum chemistry calculation of a molecular structure, C5H10PS2 at a distorted geometry, from the OMol25 dataset.

Geometry as XYZ:
```
18
Properties=species:S:1:pos:R:3:forces:R:3:mulliken_charge:R:1
C 0.941155 1.361800 1.517686 0.1 0.7 1.9 -0.71
C 1.037949 -1.818277 0.859128 -1.8 -2.0 1.6 -0.67
C 0.924342 0.072128 -0.682205 0.8 1.3 -0.7 0.10
C -0.694491 0.531016 -3.152349 -0.3 -0.3 1.2 -0.83
C -1.645513 -0.109021 0.969603 0.7 1.1 2.7 -0.92
P 0.117285 -0.167902 0.856748 1.1 -0.3 -0.7 0.37
S 1.723350 1.691429 -0.223096 -1.2 -1.3 1.0 0.02
S 1.768694 -1.494670 -0.793847 -0.2 0.7 0.5 0.00
H 0.258598 2.179342 2.013330 0.9 -1.5 -1.6 0.39
H 1.672978 1.198855 2.398138 -0.7 -0.1 -1.8 0.39
H 1.638607 -1.942009 1.798227 0.2 0.3 -1.2 0.40
H 0.383196 -2.811246 0.852335 1.0 2.3 0.0 0.38
H -0.867458 1.498045 -2.703180 0.4 0.2 -0.5 0.32
H -1.447752 -0.189947 -2.869252 0.1 -0.3 -0.2 0.29
H 0.023556 0.278175 -3.916149 0.0 0.3 0.1 0.35
H -2.107556 -0.830927 0.378612 -0.7 -1.4 -1.0 0.40
H -1.914778 0.906950 0.588328 -0.1 -0.7 0.9 0.35
H -1.812157 -0.353735 2.107949 -0.3 0.9 -2.1 0.35
```
Forces are in eV/Å.

Output
Multiplicity: 1
E_LUMO (spin up / spin down): -5.13 / -4.33 eV
Total charge: +1
Energy relative to the best compared isomer or geometry (same formula, charge and spin): 3.5388 eV
Orbital gap (spin up / spin down): 6.9 / 8.0 eV


# 2
The following is a quantum chemistry calculation of a molecular structure, C5H10S at a distorted geometry, from the OMol25 dataset.

Geometry as XYZ:
```
16
Properties=species:S:1:pos:R:3:forces:R:3:mulliken_charge:R:1
C 3.294877 -0.280792 0.025042 3.3 0.1 -0.2 -0.71
C 0.746302 -0.306626 -0.137783 0.5 -0.9 -0.4 -0.33
C -0.698956 -0.342915 0.679909 -0.7 3.4 -3.8 -0.23
C -1.711256 0.116895 -0.230242 0.3 -1.0 3.3 -0.08
C -3.221497 0.461982 0.017428 -0.7 4.5 2.5 -1.01
H 4.403391 0.158790 0.490391 -3.2 -1.6 -1.1 0.26
H 3.542444 -0.372341 -1.153273 -0.7 -0.4 2.8 0.27
H 2.863914 -1.436417 0.555186 2.1 3.9 -1.5 0.30
H 0.655496 -0.243818 -1.289646 -0.8 -0.2 2.0 0.27
H 1.550408 -1.185846 -0.030004 -3.3 1.5 0.2 0.01
H -0.839427 -0.199359 1.828044 0.5 -0.8 -2.3 0.31
H -1.540553 0.309556 -1.304631 0.5 -0.6 0.7 0.27
H -3.367675 1.613184 -0.376951 0.2 -3.1 -0.2 0.25
H -3.959591 -0.263246 -0.308900 0.2 0.2 -0.8 0.28
H -3.758336 0.858658 1.084925 2.4 -1.9 -1.9 0.25
S 2.040466 1.112288 0.150506 -0.4 -3.0 0.6 -0.09
```
Forces are in eV/Å.

Output
Multiplicity: 1
E_LUMO: 0.84 eV
Energy relative to the best compared isomer or geometry (same formula, charge and spin): 5.7126 eV
Orbital gap: 9.4 eV


# 3
The following is a quantum chemistry calculation of a single C5H10S molecule at a distorted geometry, from the OMol25 dataset.

Geometry as XYZ:
```
16
Properties=species:S:1:pos:R:3:forces:R:3:mulliken_charge:R:1
C -2.805742 -0.041915 -0.054574 1.8 2.5 -1.4 -0.91
S -1.200716 -0.963612 0.084665 -0.6 0.1 0.6 -0.08
C -0.031234 0.288531 0.722332 0.7 -0.3 -3.9 -0.44
C 0.746476 1.124646 -0.447634 -1.7 -0.5 0.4 -0.68
C 1.434655 0.092647 0.388985 0.4 0.8 0.6 0.29
C 1.960378 -1.207180 -0.164616 0.4 1.6 2.0 -1.63
H -3.654023 -0.511568 -0.504898 -0.1 -1.2 0.0 0.36
H -3.120019 0.475091 0.834387 0.0 -0.2 0.7 0.29
H -2.598178 0.810652 -0.782135 -0.1 -0.9 0.8 0.25
H -0.377536 0.904755 1.466433 -0.5 0.9 2.1 0.49
H 0.310621 0.852929 -1.415423 0.6 -0.2 0.2 0.27
H 0.841494 2.219808 -0.362226 0.3 -0.8 0.5 0.26
H 2.147476 0.500345 1.135045 -0.7 -0.1 -0.4 0.30
H 2.249648 -1.824515 0.655305 0.0 -0.8 0.5 0.34
H 2.796922 -1.070962 -0.765325 1.8 0.6 -0.9 0.41
H 1.299782 -1.649649 -0.790314 -2.4 -1.7 -1.6 0.47
```
Forces are in eV/Å.

Output
Multiplicity: 1
Structure (SMILES): CS[C@@H]1C[C@@H]1C
E_LUMO: 1.05 eV
Energy relative to the best compared isomer or geometry (same formula, charge and spin): 1.8403 eV
Orbital gap: 9.2 eV


# 4
The following is a quantum chemistry calculation of a single C5H10S molecule at a distorted geometry, from the OMol25 dataset.

Geometry as XYZ:
```
16
Properties=species:S:1:pos:R:3:forces:R:3:mulliken_charge:R:1
C -0.701973 1.013222 -1.476203 -1.1 3.3 -1.5 -1.19
C -0.305761 -0.006989 -0.495551 2.0 1.9 1.7 -0.34
C 1.194347 -0.486442 -0.504928 -1.8 1.8 -2.0 -0.67
C 0.940915 -1.027010 0.903792 1.5 -0.9 -0.4 -0.45
C -0.093914 0.130010 1.037500 -0.4 -1.8 -0.3 0.05
S -1.657147 0.013887 1.803495 -1.6 -0.2 2.8 -0.31
H -0.312613 2.207266 -1.295184 -0.1 -3.6 -1.1 0.25
H -1.838751 1.260259 -1.540501 1.7 -1.0 0.3 0.29
H -0.443648 0.313854 -2.404568 -0.3 2.8 0.8 0.27
H -0.954290 -0.724235 -0.851250 -1.3 -2.8 0.7 0.50
H 1.155187 -1.238325 -1.324561 1.6 0.7 0.3 0.36
H 1.664999 0.585073 -0.624278 0.3 -2.6 0.1 0.30
H 0.599588 -2.097628 0.628879 -0.1 1.7 1.4 0.19
H 1.846753 -1.057457 1.567089 -1.1 0.0 -0.3 0.33
H 0.414492 1.027434 1.321663 0.4 0.6 -0.2 0.31
H -1.508185 0.087081 3.254606 0.3 0.0 -2.3 0.12
```
Forces are in eV/Å.

Output
Multiplicity: 1
Structure (SMILES): C[C@H]1CC[C@@H]1S
E_LUMO: 0.91 eV
Energy relative to the best compared isomer or geometry (same formula, charge and spin): 3.4212 eV
Orbital gap: 9.8 eV


# 5
The following is a quantum chemistry calculation of a molecular structure, C5H10S3 at a distorted geometry, from the OMol25 dataset.

Geometry as XYZ:
```
18
Properties=species:S:1:pos:R:3:forces:R:3:mulliken_charge:R:1
C 3.342260 -0.477053 -0.288218 3.3 -1.6 -1.6 -0.67
C 0.704478 0.611378 -0.487546 1.6 -4.7 1.7 -0.25
C -0.113283 1.320881 0.404832 -4.1 -2.2 2.8 -1.00
C -1.944041 -0.602532 -0.231450 2.7 -0.1 -0.4 -0.25
C -2.503452 -1.247711 1.026265 -1.2 -1.5 1.8 -0.80
H 3.773278 0.256160 -1.088291 -0.6 -1.0 1.7 0.25
H 4.313533 -0.747857 0.529423 -3.0 0.6 -2.7 0.23
H 3.019488 -1.414470 -0.995860 0.8 1.9 2.3 0.21
H 0.907911 0.798919 -1.469279 1.0 1.7 -2.3 0.58
H 0.269839 2.213523 0.784483 0.0 1.9 0.2 0.45
H -0.119800 0.527970 1.347056 -0.4 2.3 -1.7 0.26
H -2.405562 -0.746075 -1.164969 -1.1 -1.1 -0.8 0.49
H -2.203122 -0.443527 1.812963 -1.5 -1.5 -0.8 0.24
H -2.026577 -2.273570 1.515299 -0.9 2.6 -2.0 0.25
H -3.728312 -1.554400 0.826871 3.5 1.4 1.1 0.25
S 2.064232 0.217123 0.701736 0.7 0.5 -0.5 0.02
S -1.855819 1.181969 -0.328457 0.5 1.5 1.3 -0.14
S -0.128191 -1.039495 -0.663342 -1.0 -0.7 0.0 -0.11
```
Forces are in eV/Å.

Output
Multiplicity: 1
E_LUMO: 0.70 eV
Energy relative to the best compared isomer or geometry (same formula, charge and spin): 3.8295 eV
Orbital gap: 8.9 eV


# 6
The following is a quantum chemistry calculation of a single C5H11B molecule at a distorted geometry, from the OMol25 dataset.

Geometry as XYZ:
```
17
Properties=species:S:1:pos:R:3:forces:R:3:mulliken_charge:R:1
C -1.273256 -1.872394 1.741507 2.4 0.3 -1.9 -0.70
C -0.197925 -1.788131 0.953484 1.4 0.9 -1.7 -0.23
B 0.288779 -0.400173 -0.154969 1.2 -0.4 -0.2 0.18
C -0.238600 -0.513337 -1.642854 -0.2 -1.7 -0.1 -1.09
C 1.317968 1.097205 -0.149287 -2.8 -3.3 3.3 -0.68
C 0.295325 2.194202 0.163602 1.8 0.0 -0.3 -1.03
H -1.537770 -2.655710 2.341123 -0.2 -2.5 1.2 0.31
H -2.012485 -1.180822 1.734174 -1.8 2.7 0.1 0.25
H 0.416063 -2.756525 0.809227 -0.6 1.8 0.5 0.21
H -1.238597 -0.909194 -1.647970 -0.8 -0.4 0.1 0.35
H 0.283552 -1.246869 -2.334927 -0.1 0.8 1.0 0.31
H -0.317493 0.404424 -2.175100 0.4 1.0 -0.4 0.41
H 1.965986 1.048128 0.683852 1.2 -0.1 0.7 0.39
H 1.855398 1.191667 -1.041428 0.5 0.1 -1.5 0.36
H 0.180099 2.436384 1.209317 -0.6 -0.9 0.5 0.29
H -0.560357 1.837046 -0.357245 -1.4 1.2 -0.3 0.33
H 0.773315 3.114100 -0.132506 -0.6 0.6 -1.1 0.32
```
Forces are in eV/Å.

Output
Multiplicity: 1
Structure (SMILES): C=CB(C)CC
E_LUMO: 0.62 eV
Energy relative to the best compared isomer or geometry (same formula, charge and spin): 3.0090 eV
Orbital gap: 10.0 eV


# 7
The following is a quantum chemistry calculation of a single C5H11B molecule at a distorted geometry, from the OMol25 dataset.

Geometry as XYZ:
```
17
Properties=species:S:1:pos:R:3:forces:R:3:mulliken_charge:R:1
B -0.510248 -0.180010 -0.203285 -3.2 1.8 -1.6 0.01
C 2.687479 0.209784 0.021919 0.2 -1.4 1.6 -0.70
C 1.787940 -0.562253 0.692055 1.3 0.1 -0.5 -0.21
C -0.473645 1.428771 0.160555 0.5 -0.1 -0.6 -1.01
C -2.017945 -0.774966 -0.429474 -1.0 1.4 2.1 -0.98
C 0.521298 -1.065998 0.297094 0.8 -1.4 -1.1 -0.01
H 3.700049 0.487799 0.425045 -1.4 -0.3 -0.2 0.25
H 2.535806 0.344482 -1.030495 -0.2 0.4 -0.3 0.28
H 1.855768 -1.061308 1.657862 1.3 0.7 0.6 0.32
H -0.277116 1.355326 1.245387 -0.1 1.0 -0.3 0.31
H -1.438983 1.912717 -0.086876 0.4 -0.4 0.5 0.27
H 0.282286 2.057599 -0.384097 -0.4 -0.7 0.9 0.26
H -2.347214 -1.300351 0.555359 0.1 0.8 -1.7 0.25
H -2.083173 -1.447595 -1.252373 -0.2 -0.8 -0.5 0.32
H -2.728681 0.117981 -0.655700 1.0 -1.7 0.5 0.19
H -0.063641 -0.311293 -1.431605 0.9 -0.6 1.0 0.15
H 0.404612 -2.180576 0.455871 0.0 1.2 -0.4 0.29
```
Forces are in eV/Å.

Output
Multiplicity: 1
E_LUMO: -0.90 eV
Energy relative to the best compared isomer or geometry (same formula, charge and spin): 3.6225 eV
Orbital gap: 8.7 eV


# 8
The following is a quantum chemistry calculation of 2 unconnected molecules or ions with the total composition C5H11B at a distorted geometry, from the OMol25 dataset.

Geometry as XYZ:
```
17
Properties=species:S:1:pos:R:3:forces:R:3:mulliken_charge:R:1
B 0.472082 0.197775 0.635126 -1.2 1.6 0.3 0.16
C 2.600357 -0.726378 -0.387481 0.8 -0.7 -0.3 -0.64
C 2.066599 -0.137242 0.662495 -2.9 -0.7 0.2 -0.19
C -2.044120 -0.983224 -0.453454 0.4 -1.8 -0.2 -0.79
C 0.258856 1.570879 -0.071533 -0.2 2.3 1.2 -1.02
C -1.888811 -0.226849 0.856611 3.8 0.0 -1.1 -0.60
H 3.655629 -0.994979 -0.420907 -0.1 0.3 -0.1 0.23
H 2.002468 -1.054651 -1.229797 0.0 0.0 0.0 0.21
H 2.644328 0.160950 1.507604 0.4 0.1 0.5 0.29
H -1.549837 -2.007185 -0.605752 -0.2 1.4 0.9 0.24
H -1.598717 -0.366338 -1.251455 -0.8 -0.2 0.1 0.21
H -3.090011 -1.271968 -0.635919 0.0 0.6 -0.3 0.32
H 0.236056 1.223396 -1.065851 0.0 -0.6 -1.9 0.43
H 1.079470 2.347136 -0.080478 -0.5 -1.0 0.2 0.32
H -0.692921 2.160836 0.016626 0.7 -0.8 0.2 0.25
H -1.894371 -0.696018 1.838392 -0.7 0.1 -0.4 0.33
H -2.257058 0.803868 0.685781 0.3 -0.7 0.9 0.25
```
Forces are in eV/Å.

Output
Multiplicity: 1
E_LUMO: 0.54 eV
Energy relative to the best compared isomer or geometry (same formula, charge and spin): 4.4171 eV
Orbital gap: 8.4 eV